Record 1
# C17H25F8N4O3

A cluster of 3 separate species, C17H25F8N4O3 in total at a distorted geometry (ωB97M-V/def2-TZVPD, the OMol25 dataset).

Output
Relative energy (zero: lowest compared OMol25 entry of this formula, charge and spin) = 0.00 kcal per mole
HOMO-LUMO gap = 6.013 eV
F_max = 1.58 eV Å⁻¹
E = -1906.19272 Eh
E_HOMO = -0.405 hartree

ORCA input file:
```
! wB97M-V def2-TZVPD RIJCOSX def2/J DEFGRID3
* xyz 1 1
F 0.96023 1.83267 -0.62029
C 0.40315 2.23929 0.53508
F 0.21706 3.56043 0.47824
C 1.36733 1.91323 1.72259
F 2.08358 3.02082 1.97126
F 2.23410 0.94884 1.39019
C 0.59723 1.55976 3.03113
F 1.26909 2.06306 4.07511
F -0.60587 2.16200 3.00161
C 0.43139 0.04142 3.29311
F 0.37045 -0.62731 2.11209
F 1.47758 -0.39213 3.99416
C -0.83554 -0.27341 4.09900
O -1.98034 -0.27458 3.28055
C -2.60429 -1.54081 3.18539
C -3.71855 -1.42159 2.14031
C -3.14545 -1.62625 0.78837
C -2.16872 -0.82283 0.29634
C -1.67382 -1.10820 -0.96711
N -2.05395 -2.09719 -1.73224
N -3.01371 -2.84602 -1.23294
C -3.55162 -2.63471 -0.04972
H -0.56994 1.76570 0.64982
H -0.93721 0.46236 4.89093
H -0.65835 -1.23336 4.57740
H -3.02618 -1.82910 4.14634
H -1.89081 -2.31964 2.91708
H -4.45318 -2.18031 2.37894
H -4.13520 -0.42945 2.25975
H -1.80790 0.00511 0.87376
H -0.90803 -0.46940 -1.37700
H -3.33694 -3.60782 -1.81676
H -4.34675 -3.29534 0.25579
C -3.38877 1.88935 -3.39817
C -2.47517 1.20855 -4.39290
O -2.42467 -0.01001 -4.50085
N -1.70660 2.00210 -5.17411
C -1.63398 3.45433 -5.19318
H -3.93901 1.12734 -2.85322
H -2.81076 2.48517 -2.68959
H -4.10278 2.53402 -3.90989
H -1.12376 1.48865 -5.81689
H -1.90490 3.82283 -6.18271
H -0.61581 3.77477 -4.97007
H -2.30619 3.88919 -4.46227
C 7.01493 -1.21986 -0.82713
C 6.19268 -2.43368 -0.46457
O 6.52572 -3.56158 -0.77671
N 5.04113 -2.22471 0.23673
C 4.47853 -0.96809 0.69362
H 7.89037 -1.54737 -1.37791
H 6.43914 -0.53898 -1.45536
H 7.34156 -0.69457 0.07113
H 4.54395 -3.07472 0.44720
H 4.38642 -0.98424 1.78185
H 3.48684 -0.83493 0.25956
H 5.10229 -0.12883 0.40720
*
```

Mulliken atomic charge list, values in e, 2 entries:
1 F -0.262
2 C 0.610

=====

Record 2
# C20H43ClN3O2S

A cluster of 3 separate species, C20H43ClN3O2S in total at a distorted geometry (ωB97M-V/def2-TZVPD, the OMol25 dataset).

Output
HOMO-LUMO gap = 3.306 eV
F_max = 7.49 eV Å⁻¹
E = -1960.67050 Eh
E_HOMO = -0.076 hartree

ORCA input file:
```
! wB97M-V def2-TZVPD RIJCOSX def2/J DEFGRID3
* xyz -1 1
C 6.22660 -2.06147 -0.10704
C 5.04797 -1.50694 0.14997
C 3.57074 -0.80960 0.15676
C 3.73915 0.63912 -0.53671
N 3.98963 0.32172 -2.00979
C 2.39003 1.54111 -0.46078
C 1.16458 0.88650 0.36233
C 0.33120 -0.24083 -0.49069
C -1.27242 -0.13677 -0.23416
S -2.15032 -1.68029 -0.81323
O -1.26121 -2.91593 -0.62694
O -3.45897 -1.94663 -0.06704
Cl -2.58831 -1.61082 -2.86371
H 7.12675 -2.78858 -0.15343
H 2.85082 -1.45850 -0.49758
H 3.16568 -0.79525 1.23104
H 4.52130 1.11813 -2.40780
H 3.07574 0.20840 -2.50075
H 2.68606 2.52580 0.09851
H 2.08206 1.86900 -1.52387
H 1.45430 0.50735 1.41874
H 0.38832 1.74626 0.53989
H 0.53209 -0.13518 -1.62924
H 0.70536 -1.30450 -0.19514
H -1.44935 0.10938 0.87644
H -1.69579 0.76078 -0.84832
C -3.87590 -5.01247 0.77454
C -5.04006 -5.46263 1.65072
N -6.33932 -5.39255 0.98591
C -7.46716 -5.54277 1.90332
C -7.62304 -6.88097 2.62234
C -6.46019 -6.11995 -0.27438
C -6.17456 -7.62040 -0.25938
H -4.04167 -4.00542 0.37642
H -2.95545 -4.98938 1.36457
H -3.70723 -5.69507 -0.06342
H -5.05499 -4.79842 2.52282
H -4.83127 -6.47082 2.02912
H -8.39890 -5.31733 1.37235
H -7.38676 -4.75856 2.66689
H -8.00058 -7.65720 1.95308
H -8.35161 -6.78022 3.43223
H -6.68806 -7.22717 3.06840
H -5.78595 -5.65545 -1.00251
H -7.45911 -5.95577 -0.69533
H -5.27194 -7.87102 0.30251
H -6.02677 -7.97556 -1.28408
H -7.01070 -8.18698 0.15383
C 4.87893 8.87536 -0.14716
C 5.16120 7.47171 -0.67207
N 4.66233 6.40827 0.19446
C 5.18056 5.08500 -0.15545
C 4.79066 4.50839 -1.51336
C 3.23932 6.45350 0.51954
C 2.24453 6.43234 -0.63922
H 5.26334 9.00254 0.86890
H 5.36930 9.61585 -0.78589
H 3.80949 9.10430 -0.14703
H 6.25035 7.37716 -0.75306
H 4.76338 7.38652 -1.69047
H 4.90182 4.36829 0.62456
H 6.27632 5.12978 -0.11138
H 3.75589 4.15969 -1.52115
H 5.41763 3.64120 -1.73767
H 4.92587 5.22603 -2.32662
H 3.05207 7.35886 1.10868
H 2.99671 5.63493 1.20672
H 2.52731 7.10930 -1.44893
H 1.25925 6.74874 -0.28220
H 2.12443 5.42880 -1.05010
*
```

Mulliken atomic charge list, values in e, 2 entries:
1 C -0.245
2 C -0.503

=====

Record 3
# C16H23Cl4Cu2N2O

A structure of composition C16H23Cl4Cu2N2O at a distorted geometry (ωB97M-V/def2-TZVPD, the OMol25 dataset).

Output
Relative energy (zero: lowest compared OMol25 entry of this formula, charge and spin) = 0.00 kcal per mole
HOMO-LUMO gap = 5.307 eV
F_max = 3.41 eV Å⁻¹
E = -5928.85051 Eh
E_HOMO = -0.616 hartree

ORCA input file:
```
! wB97M-V def2-TZVPD RIJCOSX def2/J DEFGRID3
* xyz 3 1
C 1.39316 0.83007 5.23057
N 1.53857 0.89577 3.75475
C 1.39127 -0.21367 3.00973
C 1.51722 -0.14047 1.64202
C 1.70410 1.09965 1.01093
C 1.92211 2.20745 1.82732
C 1.80036 2.08021 3.19701
C 1.96618 1.19526 -0.44979
C 1.35377 0.33634 -1.35808
C 1.52838 0.48608 -2.71561
N 2.39424 1.39726 -3.18697
C 3.04009 2.22146 -2.35061
C 2.83050 2.14070 -1.00021
C 2.55827 1.52575 -4.66004
H 0.36322 0.58658 5.48678
H 1.58405 1.80431 5.66887
H 2.09315 0.10223 5.63067
H 1.03089 -1.08184 3.54097
H 1.21200 -1.04407 1.09871
H 2.35482 3.11187 1.42720
H 2.10891 2.88973 3.84356
H 0.59193 -0.39585 -1.10408
H 1.01673 -0.15452 -3.41648
H 3.69861 2.95241 -2.80035
H 3.30786 2.81625 -0.30626
H 1.93454 0.79481 -5.15333
H 3.61035 1.33491 -4.88579
H 2.43559 2.56580 -4.95416
Cu -0.51067 -3.57274 -0.93099
Cu -0.43708 -3.40982 1.69860
O -1.15114 -1.84485 0.30409
H -1.86575 -1.27512 -0.00735
Cl -4.08146 0.65077 -0.26794
C -2.53522 1.41774 0.23337
C -2.51250 1.46295 1.74143
Cl -1.17351 2.56676 2.24976
H -2.55706 2.38003 -0.26718
H -1.71206 0.83989 -0.19235
H -2.28264 0.57012 2.30410
H -3.42894 1.98410 2.00466
Cl -5.30730 -2.87271 -2.25301
C -3.79111 -3.65002 -1.70526
C -3.45203 -4.87798 -2.50152
Cl -4.59487 -6.19940 -2.29166
H -4.04109 -3.72674 -0.64713
H -2.98431 -2.90409 -1.73942
H -2.46164 -5.26441 -2.20177
H -3.40049 -4.61895 -3.55777
*
```

Mulliken atomic charge list, values in e, 2 entries:
1 C -0.897
2 N 0.076

=====

Record 4
# C31H24ClF3N5O8STa

A structure of composition C31H24ClF3N5O8STa at a distorted geometry (ωB97M-V/def2-TZVPD, the OMol25 dataset).

Output
HOMO-LUMO gap = 5.779 eV
F_max = 9.31 eV Å⁻¹
E = -3286.41394 Eh
E_HOMO = -0.288 hartree

ORCA input file:
```
! wB97M-V def2-TZVPD RIJCOSX def2/J DEFGRID3
* xyz 0 1
Ta 1.17519 -0.07168 1.16517
Cl 5.13759 -3.93688 5.62537
C 4.12259 -3.37948 4.34947
C 4.36799 -3.78138 3.04407
C 3.53529 -3.32648 2.01347
C 2.44529 -2.46078 2.22997
O 1.68099 -2.08338 1.28347
C 2.26369 -2.07088 3.57377
C 1.16219 -1.15368 3.92097
N 0.99509 -0.02668 3.30917
C -0.07141 0.79972 3.71067
C -0.28361 1.13022 5.06047
C -1.34171 1.95382 5.43757
C -2.18841 2.47042 4.46197
C -1.96631 2.17822 3.10557
C -2.79051 2.69892 2.09677
C -2.53181 2.39342 0.76577
C -1.44991 1.58122 0.48827
N -0.63841 1.07272 1.43297
C -0.89011 1.34552 2.72207
C 3.06559 -2.52728 4.62947
H 5.19219 -4.44398 2.80607
H 3.73239 -3.65558 0.99327
H 0.51529 -1.48258 4.75307
H 0.39219 0.74172 5.81627
H -1.49851 2.19192 6.48517
H -3.01411 3.11102 4.75947
H -3.63221 3.33892 2.34327
H -3.15321 2.77622 -0.03383
H -1.18971 1.30012 -0.52763
H 2.87359 -2.19518 5.64237
F 1.58509 4.77292 1.63227
C 2.46839 3.97462 2.29527
F 2.61039 4.48502 3.55007
F 3.67439 4.09412 1.67197
C 1.98479 2.48662 2.30387
O 1.78799 1.94732 3.44097
O 1.82719 1.93492 1.16517
C -4.98831 -3.24558 -3.53313
C -4.12621 -2.14018 -4.06603
C -3.69761 -2.13968 -5.39623
C -2.86671 -1.12028 -5.87153
C -2.42851 -0.10088 -5.01963
N -1.58891 0.88652 -5.57563
C -0.93731 1.92122 -4.99153
O -0.82151 2.98132 -5.61103
N -0.40371 1.83052 -3.74913
C 0.21079 0.74222 -3.09453
C 0.52819 -0.46838 -3.70593
C 1.14559 -1.47798 -2.96743
C 1.44149 -1.23718 -1.63653
N 1.17519 -0.07168 -1.01233
C 0.57749 0.88892 -1.75753
C -2.87491 -0.08998 -3.69753
C -3.70651 -1.10858 -3.22063
H -5.45451 -3.81358 -4.34483
H -5.79391 -2.83838 -2.91333
H -4.38551 -3.93288 -2.93123
H -4.00511 -2.93318 -6.07363
H -2.54831 -1.14958 -6.91053
H -1.67631 1.01472 -6.57623
H -0.21001 2.74432 -3.35673
H 0.32709 -0.64758 -4.75633
H 1.39379 -2.42888 -3.42553
H 1.92059 -1.99468 -1.02293
H 0.37949 1.81012 -1.21663
H -2.60931 0.70982 -3.01463
H -4.02841 -1.08558 -2.18143
O 5.06429 0.81842 -0.22043
S 3.68589 0.29572 -0.21173
O 2.76459 1.33122 -0.71423
O 3.30829 -0.07168 1.16517
O 3.60629 -0.89488 -1.07743
H -0.33261 -1.16758 1.16517
*
```

Mulliken atomic charge list, values in e, 2 entries:
1 Ta 0.815
2 Cl -0.231

=====

Record 5
# C2H4AlF4IO2P

A structure of composition C2H4AlF4IO2P (ωB97M-V/def2-TZVPD, the OMol25 dataset).

Output
HOMO-LUMO gap = 7.025 eV
F_max = 0.48 eV Å⁻¹
E = -1510.21054 Eh
E_HOMO = -0.148 hartree

ORCA input file:
```
! wB97M-V def2-TZVPD RIJCOSX def2/J DEFGRID3
* xyz -1 1
O -0.97684 -0.74574 -2.31295
P -1.32465 -1.65158 -0.94186
O 0.04060 -2.60897 -0.84651
Al -1.05597 -0.07708 0.81259
I -1.70133 -1.31868 3.01912
C 0.89458 0.58806 0.94963
F 1.29349 0.91354 2.24506
F 1.79971 -0.37414 0.53008
C 1.26984 1.82941 0.14385
F 1.28885 1.54741 -1.19334
F 0.35774 2.82292 0.33954
H -1.76996 -0.68211 -2.83927
H -0.24858 -3.51526 -0.93240
H -2.12485 1.08073 0.58954
H 2.25736 2.19150 0.43692
*
```

Mulliken atomic charge list, values in e, 2 entries:
1 O -0.531
2 P 0.134

=====

Record 6
# C4H10N2O

An isolated molecule of C4H10N2O (ωB97M-V/def2-TZVPD, the OMol25 dataset).

Output
Relative energy (zero: lowest compared OMol25 entry of this formula, charge and spin) = 87.73 kcal per mole
HOMO-LUMO gap = 9.962 eV
F_max = 0.34 eV Å⁻¹
E = -343.06165 Eh
E_HOMO = -0.327 hartree
SMILES = CN(C)[C@H]1ON1C

ORCA input file:
```
! wB97M-V def2-TZVPD RIJCOSX def2/J DEFGRID3
* xyz 0 1
C 2.59031 -0.73173 -0.57624
N 1.17863 -0.96466 -0.29412
C 0.45816 0.19308 0.08112
O 0.92319 -0.63530 1.12308
N -0.91010 0.29913 -0.21718
C -1.71148 -0.87364 0.09550
C -1.51704 1.53766 0.23525
H 2.99065 0.13463 -0.03267
H 3.15634 -1.62213 -0.29178
H 2.69930 -0.57461 -1.65455
H 0.96817 1.15754 0.01035
H -1.94135 -0.94758 1.17019
H -1.17436 -1.77305 -0.20978
H -2.65439 -0.81779 -0.45895
H -0.90620 2.38970 -0.08079
H -2.50280 1.64377 -0.22917
H -1.64704 1.58498 1.32973
*
```

Mulliken atomic charge list, values in e, 2 entries:
1 C -0.776
2 N -0.238

=====

Which value of F_max does entry 2 give? 7.49 eV Å⁻¹